No. 1
9
Properties=species:S:1:pos:R:3:forces:R:3 method="wB97M-V/def2-TZVPD" multiplicity=1 e_lumo_ev="-2.71 / -2.71" charge=0 orbital_gap_ev="6.463 / 6.462" e_tot_ha=-5850.40391 e_above_lowest_kj_mol=282.1
C -0.419 -0.883 0.977 -0.6 1.1 1.8
O 0.331 -0.726 -0.215 0.2 -2.9 2.0
Si 0.566 0.445 -1.159 -1.2 3.0 -1.4
Br 2.283 -0.115 -2.291 0.7 0.4 -0.4
Br 0.400 2.771 1.330 0.2 -1.4 -1.6
I -1.395 1.044 -2.613 1.1 -0.1 0.9
H -0.739 0.158 1.158 -1.2 -0.7 0.2
H 0.170 -1.006 1.937 0.1 -0.6 -1.6
H -1.197 -1.688 0.876 0.8 1.1 -0.1

No. 2
26
Properties=species:S:1:pos:R:3:forces:R:3 method="wB97M-V/def2-TZVPD" multiplicity=3 e_lumo_ev="3.55 / 1.78" charge=-1 orbital_gap_ev="4.743 / 6.825" e_tot_ha=-722.77520
C -3.277 0.699 0.316 -2.2 0.9 2.2
C -2.267 1.062 -0.529 -1.4 5.1 -1.4
C -3.305 -0.582 0.831 -0.1 -2.1 0.8
C -1.342 0.215 -1.022 4.2 -2.3 -1.1
C -2.297 -1.464 0.446 -0.6 0.7 0.8
C -1.296 -1.075 -0.435 0.1 -0.9 -0.3
C 2.352 -0.903 0.065 1.9 2.6 -0.7
C -0.831 -3.185 0.317 -0.6 0.8 -0.2
C 3.292 2.242 -0.558 3.1 -3.4 -0.4
C 2.268 1.565 0.265 -2.0 0.4 -1.5
N -1.974 -2.712 0.920 -1.7 -1.3 1.7
N -0.450 -2.174 -0.502 2.1 0.5 -1.8
O 3.219 -0.839 0.940 -1.0 -0.3 0.0
O 2.042 -1.780 -0.746 -0.1 -0.7 0.0
O 1.741 0.417 -0.324 0.2 -2.1 0.0
H -4.084 1.340 0.851 1.7 -0.4 -1.6
H -2.259 2.188 -0.925 0.0 -2.5 0.9
H -4.038 -0.932 1.585 0.4 0.5 -0.6
H -0.393 0.476 -1.636 -2.1 0.0 1.0
H 3.365 3.216 -0.262 0.2 2.8 0.5
H 4.366 1.771 -0.426 -2.0 0.7 -0.4
H 2.978 2.115 -1.577 0.1 0.3 -0.7
H 1.423 2.267 0.232 -0.1 0.0 0.6
H 2.570 1.350 1.224 0.7 -0.2 2.4
H -2.391 -3.121 1.748 0.1 0.2 -0.4
H 0.587 -2.155 -0.797 -0.9 0.7 0.1

No. 3
58
Properties=species:S:1:pos:R:3:forces:R:3 method="wB97M-V/def2-TZVPD" multiplicity=1 e_lumo_ev=-3.04 charge=+1 orbital_gap_ev=9.515 e_tot_ha=-1985.22492 e_above_lowest_kj_mol=263.8
C -2.328 -3.417 1.643 3.1 1.3 3.0
C -2.458 -2.482 2.884 -1.3 -0.8 -1.4
O -3.097 -2.801 3.825 0.2 0.6 0.5
N -1.800 -1.110 2.827 -3.8 -0.4 -0.3
H -0.917 -1.287 3.110 4.0 -0.5 1.3
H -1.698 -0.823 1.818 0.4 0.6 -1.8
C -2.399 -0.007 3.654 -2.9 -0.7 -3.5
H -3.045 -3.403 0.927 -2.0 1.3 -2.4
H -2.455 -4.383 1.987 -0.4 -2.0 1.5
H -1.290 -3.452 1.341 0.1 0.6 -0.9
H -3.353 0.345 3.087 2.1 -0.1 0.4
H -1.657 0.728 3.735 0.6 1.1 0.6
H -2.898 -0.409 4.467 0.1 -0.7 2.3
C 0.228 -0.301 -2.947 -2.5 1.8 -4.3
C -1.123 -0.876 -3.225 0.9 -0.8 -6.5
O -1.502 -0.978 -4.431 0.2 0.1 5.6
N -1.851 -1.476 -2.121 -1.3 0.1 -0.5
H -1.565 -2.378 -1.889 2.4 -1.9 0.3
H -1.742 -0.981 -1.250 1.0 1.8 2.4
C -3.245 -1.843 -2.259 -1.8 -1.8 -1.6
H 0.319 0.523 -3.742 0.1 -1.3 1.0
H 1.041 -0.922 -3.018 1.7 -1.9 -0.2
H 0.216 0.203 -2.099 0.2 2.1 4.3
H -3.625 -2.304 -1.216 0.8 0.8 -2.9
H -3.265 -2.455 -3.283 -0.4 0.5 2.7
H -3.785 -0.981 -2.549 -0.9 1.0 0.3
O -1.278 -0.442 0.300 2.0 2.1 0.1
H -0.553 0.349 0.270 -2.9 -3.0 0.2
C 0.111 2.738 0.027 0.1 -4.2 2.8
C -1.345 2.749 -0.435 -0.5 1.9 8.0
C -1.464 3.912 -1.183 -4.4 1.0 -4.1
S -0.029 3.941 -2.183 1.3 1.1 -2.7
O 0.439 5.257 -2.531 -0.9 0.1 -0.6
O -0.138 2.900 -3.215 -0.3 0.9 1.5
C 1.032 3.475 -0.922 0.3 -1.8 1.6
H 0.454 1.476 0.115 -0.5 3.9 -0.1
H 0.031 3.100 1.053 1.0 0.1 0.0
H -2.288 2.678 0.430 3.1 0.1 -2.1
H -1.443 2.005 -0.979 -1.5 -7.3 -4.9
H -1.568 4.633 -0.460 0.1 2.9 0.7
H -2.462 3.756 -1.786 2.0 1.2 0.6
H 1.586 4.310 -0.519 -0.2 0.3 0.1
H 1.727 2.722 -1.230 0.7 -0.1 -0.7
C 3.279 -1.840 1.320 3.2 -4.2 1.0
C 4.612 -1.178 1.669 1.0 -1.3 4.7
C 4.943 -0.339 0.585 2.3 1.2 -1.9
S 3.487 0.227 -0.073 -0.7 2.6 -2.0
O 3.364 0.175 -1.501 0.4 -0.3 -0.5
O 3.235 1.470 0.556 -0.6 2.1 0.9
C 2.434 -0.916 0.611 -4.9 -0.2 -0.1
H 2.788 -2.228 2.217 0.3 -0.4 -0.3
H 3.777 -2.758 0.672 -2.3 1.9 1.1
H 5.489 -1.986 1.770 -2.1 1.9 0.6
H 4.497 -0.457 2.543 0.3 -1.5 -0.3
H 5.278 -0.961 -0.141 1.1 -2.2 -2.8
H 5.821 0.303 0.662 -0.7 0.9 0.4
H 1.877 -1.481 -0.191 0.4 1.0 0.7
H 1.604 -0.319 1.275 2.2 -1.5 -1.5

No. 4
52
Properties=species:S:1:pos:R:3:forces:R:3 method="wB97M-V/def2-TZVPD" multiplicity=1 e_lumo_ev="-9.67 / -9.67" charge=+2 orbital_gap_ev="2.466 / 2.471" e_tot_ha=-4275.77903
C -3.435 -1.981 -1.234 0.8 0.3 -0.3
C -2.250 -1.250 -1.204 0.3 -0.6 -0.3
C -2.110 -0.172 -0.264 0.9 0.1 0.4
C -3.193 0.143 0.579 -1.1 0.4 0.4
C -4.331 -0.659 0.583 0.1 0.1 0.1
C -4.462 -1.709 -0.323 0.0 0.2 0.3
C -3.143 1.367 1.445 0.5 -0.1 -0.5
C -1.941 2.234 1.209 -0.9 0.2 0.7
C -0.928 1.807 0.327 0.2 -0.8 0.2
C 0.132 2.719 0.009 0.6 -0.1 0.1
C 0.173 3.961 0.634 0.2 -0.6 -0.6
C -0.782 4.316 1.595 -0.3 -0.4 0.2
C -1.823 3.441 1.891 -0.1 0.0 -0.1
H -3.550 -2.780 -1.976 0.0 0.4 0.3
H -5.116 -0.437 1.305 0.1 -0.1 -0.3
H -5.366 -2.318 -0.338 0.2 0.2 0.1
H -4.049 1.966 1.274 0.1 0.0 -0.2
H 0.973 4.656 0.376 -0.2 -0.1 0.0
H -0.715 5.273 2.100 0.0 -0.1 0.0
H -2.574 3.676 2.647 0.2 0.1 -0.3
N -0.915 0.510 -0.144 -1.4 1.2 -1.3
Pb 1.069 -0.964 0.997 0.2 -1.2 0.8
C -1.111 -1.585 -2.155 0.0 0.2 0.0
H -0.709 -0.676 -2.634 -0.2 -0.3 0.1
H -1.451 -2.281 -2.939 0.1 0.3 0.2
C 1.192 2.315 -0.999 -0.3 -0.1 -0.1
H 0.729 1.879 -1.900 0.2 0.3 0.3
H 1.792 3.192 -1.285 -0.2 -0.3 0.0
P 0.270 -2.389 -1.239 -0.1 -0.4 -0.3
P 2.343 1.050 -0.307 0.4 0.5 -0.2
C 3.296 2.035 0.879 0.3 -0.1 0.2
H 3.996 1.367 1.399 -0.1 0.3 0.0
H 3.859 2.817 0.353 -0.1 -0.2 0.1
H 2.631 2.502 1.616 0.1 -0.1 -0.1
C 3.498 0.613 -1.634 0.1 -0.1 -0.2
H 4.055 1.495 -1.981 -0.2 -0.2 0.1
H 4.206 -0.129 -1.241 -0.2 0.2 -0.1
H 2.960 0.162 -2.481 0.2 0.2 0.3
C -0.500 -3.938 -0.675 0.2 0.0 0.2
H -0.845 -4.533 -1.530 0.1 0.1 0.2
H 0.256 -4.500 -0.110 -0.3 0.0 -0.1
H -1.348 -3.720 -0.012 0.2 -0.1 -0.1
C 1.509 -2.888 -2.463 0.1 0.0 -0.2
H 2.314 -3.405 -1.923 -0.2 0.1 -0.2
H 1.075 -3.565 -3.209 0.1 0.2 0.1
H 1.933 -2.003 -2.956 -0.1 -0.3 0.1
C 1.949 0.029 3.459 1.0 0.8 2.8
O 2.227 0.252 4.539 -0.6 -0.5 -2.1
H -3.236 1.112 2.497 0.1 -0.2 0.4
Se 4.823 -3.675 3.480 -0.5 0.4 -0.4
C 3.683 -2.906 2.378 0.0 0.0 0.1
N 2.938 -2.426 1.585 -0.6 0.7 -0.6

No. 5
19
Properties=species:S:1:pos:R:3:forces:R:3 method="wB97M-V/def2-TZVPD" multiplicity=1 e_lumo_ev=0.78 charge=0 orbital_gap_ev=9.803 e_tot_ha=-493.61903 e_above_lowest_kj_mol=173.5
C 1.972 -0.671 -1.096 -0.5 -0.3 -0.2
C 1.083 -0.646 0.114 1.3 1.6 1.8
O 0.836 -1.590 0.843 -0.2 0.0 -0.5
N 0.710 0.653 0.565 0.5 -1.6 -0.1
N 1.158 1.805 -0.109 0.1 0.2 -0.1
H 2.239 -1.701 -1.313 0.0 0.0 0.1
H 1.451 -0.249 -1.952 0.1 0.1 -0.1
H 2.860 -0.072 -0.909 0.0 0.0 0.1
H 0.456 0.713 1.548 0.1 0.0 -0.4
H 0.500 2.015 -0.860 -0.2 0.0 0.3
H 1.124 2.597 0.529 0.1 -0.3 -0.1
C -2.126 -0.440 1.077 0.8 0.2 0.3
C -1.503 0.282 -0.088 -1.6 -1.3 -2.3
O -1.701 1.425 -0.400 0.6 -0.7 0.1
O -1.027 -0.670 -1.120 -0.9 1.8 0.9
H -2.993 -1.001 0.734 0.0 0.0 -0.1
H -1.394 -1.137 1.490 -0.1 0.0 0.1
H -2.440 0.279 1.831 0.0 0.0 0.0
H -1.205 -1.590 -0.882 0.0 0.3 0.4

Q: Among the records above, which one has the highest charge?
A: C21H24N2OP2PbSe